A 3-piece molecular cluster, C19H51N4O8P2 overall. Source: OMol25; level of theory: wB97M-V/def2-TZVPD.

Summary:
Energy relative to the best compared isomer or geometry (same formula, charge and spin): 28.35 kcal per mole
Orbital gap: 7.65 eV
E_LUMO: -0.1131 Ha
Total charge: +1
Highest occupied orbital energy: -10.73 eV

Geometry (Å):
C1 3.022265 -1.566070 0.596201
C2 3.653408 -0.176607 0.758297
O1 2.683943 0.670280 1.357048
C3 3.144848 2.010498 1.478980
C4 1.954499 2.928637 1.580687
C5 1.094403 2.739735 0.320836
C6 -0.416158 2.643234 0.613331
C7 -0.695579 1.161219 0.857579
N1 -2.138315 0.725176 0.743737
N2 -2.990363 1.672631 0.117520
P1 -2.165281 -0.827282 -0.294045
N3 -2.744961 -0.527906 -1.695668
P2 -2.904106 0.341402 2.409236
N4 -4.478884 -0.214984 2.067386
O2 -2.135535 -1.013912 2.898989
H1 2.104243 -1.585881 1.167991
H2 2.848536 -1.757673 -0.455140
H3 3.671870 -2.331981 0.996269
H4 3.947744 0.180998 -0.227075
H5 4.515559 -0.245994 1.419849
H6 3.752840 2.283750 0.617891
H7 3.783671 2.086884 2.361657
H8 2.354207 3.933216 1.546544
H9 1.414867 2.756999 2.505507
H10 1.422993 1.895013 -0.269776
H11 1.225516 3.601040 -0.323565
H12 -0.931383 3.063548 -0.239048
H13 -0.598672 3.193942 1.525296
H14 -0.394971 0.948845 1.881168
H15 -0.040005 0.564167 0.239180
H16 -2.629927 1.913172 -0.805838
H17 -3.900559 1.263773 -0.074809
H18 -0.872382 -1.383760 -0.327302
H19 -2.986739 -1.707352 0.429987
H20 -2.108282 -0.748765 -2.453466
H21 -4.614720 -0.573905 1.121553
H22 -5.081304 0.606332 2.118698
H23 -1.387040 -1.285307 2.342351
C8 -2.106569 8.223803 -2.645058
O3 -2.867004 7.294120 -3.390235
C9 -2.106675 6.339742 -4.106288
C10 -2.638973 4.933215 -3.929426
O4 -2.506494 4.381533 -2.623360
C11 -3.272596 4.926236 -1.558751
C12 -4.772115 4.721878 -1.646624
O5 -5.355888 5.485324 -2.677814
C13 -6.278709 4.787309 -3.490566
H24 -1.810307 9.072164 -3.268777
H25 -2.731204 8.588602 -1.829952
H26 -1.212754 7.763493 -2.211556
H27 -1.053774 6.368579 -3.806293
H28 -2.165931 6.590091 -5.172362
H29 -2.038720 4.284102 -4.571481
H30 -3.666081 4.850102 -4.285740
H31 -3.023150 5.974154 -1.389411
H32 -2.924497 4.384514 -0.672065
H33 -5.212061 5.049757 -0.695082
H34 -4.988392 3.653160 -1.775907
H35 -5.957879 3.757185 -3.677774
H36 -6.337594 5.305185 -4.446448
H37 -7.272020 4.779443 -3.031322
C14 5.329018 -7.607023 -0.555034
O6 4.930745 -7.672649 0.798319
C15 5.536789 -6.713105 1.644661
C16 4.536833 -6.024738 2.552128
O7 3.595981 -5.170641 1.911970
C17 2.614967 -5.752643 1.063492
C18 1.588980 -6.636456 1.746001
O8 2.146723 -7.843529 2.222190
C19 1.767676 -8.196286 3.536603
H38 6.244413 -8.183598 -0.719617
H39 4.530080 -8.036877 -1.159261
H40 5.487691 -6.574535 -0.882858
H41 6.073695 -5.957513 1.061351
H42 6.262950 -7.235471 2.279471
H43 5.109190 -5.366014 3.210267
H44 4.034469 -6.741081 3.202314
H45 3.085436 -6.262622 0.222199
H46 2.073119 -4.902032 0.637155
H47 0.821143 -6.894238 1.003837
H48 1.109533 -6.076374 2.556728
H49 1.699773 -7.320059 4.189556
H50 2.532332 -8.860989 3.936259
H51 0.807604 -8.722335 3.536522

Forces on the atoms, in the same order (eV/Å):
0.492 0.550 0.048
-0.471 -0.891 0.419
-0.013 0.343 -0.375
0.140 -0.392 0.609
0.469 -0.421 -1.041
-0.522 0.896 0.243
0.965 -0.688 -0.186
-0.054 0.982 0.753
-0.064 -2.448 -1.006
-0.189 0.853 -0.010
-0.222 -0.476 -1.969
0.171 -0.099 0.437
-0.782 1.230 2.399
1.011 0.746 -1.291
0.213 0.185 -1.537
-0.328 -0.111 0.045
-0.278 -0.255 -0.132
0.094 -0.310 -0.006
0.187 0.408 0.012
0.277 0.169 -0.076
0.057 0.013 -0.268
0.101 0.053 0.075
-0.093 0.370 0.478
-0.157 0.019 0.160
0.096 -0.310 -0.013
0.100 0.238 -0.105
-0.421 -0.003 -0.003
-0.526 0.367 -0.022
0.058 -0.186 0.195
-0.232 -0.270 -0.458
0.228 -0.082 0.050
0.053 -0.208 0.161
0.011 0.108 0.754
0.229 0.331 0.453
-0.145 0.307 -0.171
-0.318 -0.608 0.344
-0.139 -0.137 0.377
-0.013 -0.239 0.527
-0.117 0.070 -0.123
0.129 -0.220 0.308
-0.146 0.158 -0.066
-0.102 -0.083 -0.216
0.084 -0.217 0.115
0.173 0.091 0.129
-0.118 0.243 0.079
0.215 -0.236 -0.239
-0.083 0.136 0.096
0.097 0.011 0.050
-0.047 0.038 -0.058
0.017 -0.012 -0.026
-0.001 0.024 0.047
0.150 -0.125 -0.052
0.053 -0.014 0.062
-0.066 0.184 0.107
-0.181 0.080 -0.154
-0.081 -0.001 0.023
0.076 -0.180 0.107
-0.003 -0.004 -0.064
0.016 -0.007 0.021
-0.027 0.062 0.035
-0.020 -0.091 -0.036
0.021 -0.156 0.090
-0.179 0.315 -0.128
0.002 -0.198 0.020
0.014 -0.028 0.222
-0.082 0.068 -0.061
0.153 0.073 -0.123
-0.033 -0.222 -0.146
0.183 0.238 0.201
-0.057 -0.115 -0.120
0.037 0.072 -0.077
0.021 -0.074 0.033
0.024 0.011 0.017
-0.022 -0.005 -0.051
0.086 0.174 0.064
0.004 0.054 -0.060
-0.035 -0.151 -0.157
-0.018 -0.231 0.099
-0.019 0.037 0.087
-0.087 0.195 0.001
0.036 -0.008 0.048
-0.008 0.018 -0.014
-0.019 -0.051 -0.053
-0.026 0.040 0.091

C19H51NO9S6 as an isolated structure. Source: OMol25; level of theory: wB97M-V/def2-TZVPD.

Summary:
Orbital gap: 7.81 eV
E_LUMO: -0.0056 Ha
Total charge: 0
Highest occupied orbital energy: -7.96 eV

Geometry (Å):
C1 4.514698 -2.596640 0.608475
S1 2.920882 -1.685401 0.552466
O1 1.833837 -2.665842 0.897606
C2 3.018652 -0.575916 1.978596
H1 5.335354 -1.888111 0.649363
H2 4.527596 -3.316049 -0.207949
H3 4.466695 -3.255462 1.480943
H4 2.967183 -1.190722 2.877282
H5 2.164276 0.097567 1.988652
H6 3.931169 0.011006 1.870597
C3 -4.555009 -0.049477 1.151647
S2 -5.564151 0.532156 2.532003
O2 -6.986776 0.851866 2.148764
C4 -4.722777 2.141054 2.620484
H7 -3.506788 0.093895 1.425649
H8 -4.657606 0.368732 0.152340
H9 -4.556815 -1.136318 1.018665
H10 -3.743839 2.035541 3.090863
H11 -5.280840 2.857243 3.220261
H12 -4.672257 2.532056 1.603647
C5 1.127067 -5.346872 -2.468161
S3 1.920705 -3.717134 -2.325868
O3 3.067111 -3.694626 -3.299833
C6 2.672760 -4.045702 -0.706728
H13 0.885506 -5.489800 -3.518749
H14 0.252633 -5.391440 -1.819984
H15 1.819860 -6.131755 -2.164571
H16 3.296872 -4.936920 -0.720254
H17 1.875651 -4.075622 0.039829
H18 3.302518 -3.213337 -0.391035
C7 -0.433951 2.299122 -7.260276
S4 -1.757410 1.202272 -6.663976
O4 -1.358258 0.740131 -5.296053
C8 -2.966272 2.549468 -6.440827
H19 -0.728163 2.881891 -8.133362
H20 0.418107 1.698268 -7.582969
H21 -0.061985 2.950137 -6.468735
H22 -3.135487 3.037451 -7.396114
H23 -2.534246 3.206084 -5.682050
H24 -3.880919 2.186247 -5.975433
C9 -0.423494 2.541881 4.153436
S5 -1.602589 1.247906 4.750922
O5 -2.923154 1.844103 5.084046
C10 -1.618304 0.004907 3.407649
H25 0.533653 2.091091 4.398548
H26 -0.647072 3.529468 4.541258
H27 -0.543635 2.657324 3.069936
H28 -1.413190 0.467285 2.432021
H29 -2.575231 -0.504183 3.332358
H30 -0.847730 -0.749063 3.530383
C11 0.603510 -3.524128 4.466652
S6 -1.081087 -3.976897 3.963540
O6 -1.903457 -2.785171 4.427769
C12 -0.790620 -3.643092 2.160047
H31 0.620809 -3.553482 5.554529
H32 0.802239 -2.542117 4.053706
H33 1.273010 -4.307791 4.108166
H34 -0.128112 -4.365236 1.681182
H35 -0.326377 -2.669782 2.040153
H36 -1.778337 -3.727589 1.710247
C13 -1.472956 0.537353 -1.529240
O7 -2.294139 0.688683 -0.635487
N1 -0.449177 -0.319745 -1.545813
C14 0.495667 -0.422984 -2.634535
C15 -0.129118 -1.066634 -0.329765
H37 -1.416574 1.261775 -2.363518
H38 1.394262 0.148334 -2.380692
H39 0.183152 -0.061787 -3.615756
H40 0.800739 -1.448028 -2.850816
H41 0.132667 -2.097733 -0.564352
H42 0.657403 -0.653172 0.302809
H43 -1.050404 -1.097023 0.251046
O8 3.080360 5.675822 -0.512729
C16 2.016518 5.315451 -0.059634
O9 1.408499 4.198027 -0.414899
C17 2.071438 3.230864 -1.267261
C18 2.069364 1.862361 -0.633994
C19 1.400394 6.027033 1.100865
H44 3.089788 3.567231 -1.457061
H45 1.445953 3.307085 -2.155692
H46 2.451714 1.934470 0.392810
H47 2.803227 1.231049 -1.127467
H48 1.041448 1.540979 -0.459371
H49 0.584636 6.715507 0.871402
H50 2.136452 6.715893 1.512632
H51 1.102269 5.304716 1.854765

Forces on the atoms, in the same order (eV/Å):
0.730 0.269 1.733
-0.889 1.126 0.423
-0.177 2.632 2.685
0.505 -0.450 -0.097
0.136 -0.015 0.019
1.816 1.036 0.239
0.174 0.348 0.302
0.340 0.062 0.039
-0.112 -0.127 -0.376
0.048 -0.030 0.317
0.870 -0.907 -0.366
-0.561 0.751 0.062
0.982 -0.452 -0.171
0.053 0.127 -0.325
-0.183 0.489 0.130
-0.459 0.528 0.265
-0.772 -0.013 0.291
-0.171 -0.088 -0.234
-0.289 -0.369 0.155
0.141 -0.024 -0.014
0.301 -0.011 0.055
1.270 -0.986 0.215
-0.651 0.107 0.268
-0.945 -1.391 -1.508
-0.235 0.096 0.031
-0.127 0.125 -0.159
0.139 0.111 -0.042
0.050 -0.289 -0.463
0.405 -1.088 -0.836
-2.067 -2.112 -2.463
0.528 -0.158 -0.178
0.023 0.396 0.220
-0.086 0.267 -0.429
0.433 -0.201 0.756
-0.320 -0.008 0.117
-0.177 -0.276 0.117
-0.360 0.024 0.148
-0.105 0.078 0.040
0.150 0.247 -0.312
-0.048 -0.365 -0.409
-1.065 -0.932 -1.578
0.991 -0.601 2.126
-0.078 0.081 -0.927
0.140 1.145 -1.490
0.242 0.508 0.068
0.084 -0.258 0.778
0.241 -0.161 -0.023
-0.241 0.160 0.048
-0.070 0.084 0.505
0.016 0.100 0.690
-0.385 -0.978 0.094
-0.030 1.961 -0.435
0.509 -1.404 -0.387
-0.221 -0.612 0.569
-0.043 0.272 -0.010
0.195 0.063 0.061
0.178 0.236 -0.187
-0.005 -0.204 0.292
-0.260 0.166 0.095
0.013 0.266 -0.066
-0.032 1.567 -0.098
0.304 -0.380 -0.089
0.574 -0.971 0.555
0.912 0.364 -0.670
-1.250 -0.412 -0.456
-0.341 -0.457 -0.311
0.077 -0.243 -0.076
-0.744 0.346 0.380
-0.224 0.036 0.517
0.091 0.210 -0.127
-0.073 0.394 -0.389
0.065 0.037 0.167
-0.240 -0.124 -0.343
1.627 0.533 0.202
-0.727 -0.806 0.602
-0.120 0.908 -0.201
0.019 0.933 1.412
-0.254 0.699 0.384
-0.129 0.132 -0.168
0.438 -0.508 -0.378
0.200 0.356 -0.072
-0.633 -0.455 -0.365
0.178 -0.660 -0.681
-0.328 -0.553 -0.334
0.293 -0.350 0.014
-0.251 0.054 0.061